{
  "formula": "C4H11NO",
  "method": "wB97M-V/def2-TZVPD",
  "symbols": ["C", "C", "C", "N", "C", "H", "H", "H", "H", "H", "H", "H", "H", "H", "O", "H", "H"],
  "coordinates": [[0.001, -2.031, -0.829], [0.126, -1.057, 0.087], [-0.675, -1.070, 1.362], [0.951, 0.024, -0.245], [1.681, 0.883, 0.662], [0.719, -2.120, -1.644], [-0.892, -2.592, -1.042], [-0.598, -0.180, 1.954], [-1.647, -1.496, 1.148], [-0.349, -1.879, 2.071], [1.061, 0.147, -1.239], [2.292, 1.530, 0.049], [0.955, 1.467, 1.211], [2.444, 0.328, 1.261], [-1.749, 2.500, -1.026], [-1.064, 1.823, -1.137], [-2.348, 1.925, -0.535]],
  "atomic_forces_ev_per_a": [[0.1234, 0.0749, -0.9586], [0.1589, 0.0901, -0.4895], [0.9134, -1.7273, 0.5889], [-0.3821, -0.5057, 0.1923], [0.4989, -0.8649, -0.4025], [-0.0318, 0.3941, 0.0801], [-0.2164, -0.5085, 0.8349], [-0.6379, 0.6922, -0.0159], [-0.6640, 0.8094, -0.1273], [0.4748, 0.6515, -0.6920], [0.3334, -0.1103, 0.3027], [-0.0462, 0.4920, -0.1404], [0.3381, 0.2547, 0.6933], [-0.9171, 0.3328, 0.0768], [0.2352, -1.1017, 0.2747], [0.4379, 0.5142, -0.3418], [-0.6185, 0.5127, 0.1242]],
  "spin_multiplicity": 1,
  "de_lowest_kcal_mol": 46.7,
  "energy_ev": -7862.5273,
  "homo_ev": -8.0
}